No. 1
{"formula": "C46H46IIrN3O3P2S2", "method": "the ωB97M-V functional and the def2-TZVPD basis", "gap_ev": [6.20, 5.05], "relative_energy_kcal_mol": 20.3, "spin_multiplicity": 2, "charge": 4, "species": ["Ir", "O", "C", "C", "C", "C", "C", "C", "P", "C", "C", "C", "C", "C", "C", "C", "C", "C", "C", "C", "C", "C", "C", "C", "C", "C", "C", "P", "C", "C", "C", "C", "C", "C", "C", "C", "C", "C", "C", "C", "H", "H", "H", "H", "H", "H", "H", "H", "H", "H", "H", "H", "H", "H", "H", "H", "H", "H", "H", "H", "H", "H", "H", "H", "H", "H", "H", "H", "C", "N", "C", "C", "N", "C", "S", "H", "H", "H", "H", "H", "H", "N", "C", "O", "C", "I", "H", "H", "H", "H", "O", "S", "C", "C", "C", "C", "H", "H", "H", "H", "H", "H", "H", "H"], "xyz": [[0.6130, 0.0921, -0.2026], [-1.1204, 1.0317, 2.7001], [-2.4675, 0.7116, 2.5008], [-3.3903, 0.7238, 3.5324], [-4.7217, 0.4561, 3.2578], [-5.1267, 0.1774, 1.9590], [-4.1919, 0.1609, 0.9430], [-2.8393, 0.4412, 1.1907], [-1.7322, 0.2881, -0.2435], [-2.1931, 1.5898, -1.4253], [-1.3095, 2.6275, -1.7340], [-1.6856, 3.6542, -2.5878], [-2.9514, 3.6560, -3.1573], [-3.8295, 2.6168, -2.8810], [-3.4570, 1.5927, -2.0241], [-2.2822, -1.3097, -0.9009], [-2.7302, -1.5095, -2.2099], [-3.2708, -2.7303, -2.5855], [-3.3914, -3.7568, -1.6589], [-2.9806, -3.5568, -0.3458], [-2.4332, -2.3452, 0.0318], [-0.4575, 0.4302, 3.7678], [-0.6654, 0.8493, 5.0681], [-0.0272, 0.1881, 6.1085], [0.8321, -0.8702, 5.8449], [1.1012, -1.2228, 4.5348], [0.4564, -0.5745, 3.4699], [1.0641, -1.0184, 1.8316], [2.8469, -1.0905, 2.1229], [3.5512, -2.2784, 1.9232], [4.8961, -2.3464, 2.2648], [5.5419, -1.2329, 2.7878], [4.8382, -0.0501, 2.9912], [3.4928, 0.0187, 2.6693], [0.5434, -2.6565, 1.3416], [0.9086, -3.1146, 0.0666], [0.5863, -4.4066, -0.3191], [-0.0669, -5.2503, 0.5695], [-0.4293, -4.7968, 1.8349], [-0.1444, -3.4967, 2.2195], [-3.0949, 0.9315, 4.5487], [-5.4410, 0.4633, 4.0657], [-6.1623, -0.0465, 1.7434], [-4.5175, -0.1249, -0.0448], [-0.3043, 2.6236, -1.3384], [-0.9897, 4.4515, -2.8179], [-3.2503, 4.4561, -3.8214], [-4.8116, 2.6015, -3.3341], [-4.1618, 0.7946, -1.8496], [-2.7247, -0.7007, -2.9238], [-3.6412, -2.8651, -3.5931], [-3.8403, -4.6974, -1.9498], [-3.1212, -4.3373, 0.3898], [-2.1713, -2.1881, 1.0704], [-1.3044, 1.6949, 5.2829], [-0.2014, 0.5082, 7.1272], [1.3233, -1.3912, 6.6551], [1.8317, -1.9970, 4.3380], [3.0571, -3.1591, 1.5357], [5.4327, -3.2787, 2.1453], [6.5874, -1.2922, 3.0605], [5.3344, 0.8065, 3.4273], [2.9437, 0.9269, 2.8921], [1.5075, -2.4962, -0.5987], [0.8799, -4.7687, -1.2954], [-0.2834, -6.2710, 0.2825], [-0.9270, -5.4633, 2.5269], [-0.4339, -3.1529, 3.2042], [2.0453, 4.9002, -0.3587], [0.8962, 4.5532, 0.4915], [-0.0160, 5.4507, 0.9653], [-0.9310, 4.7537, 1.7030], [-0.5571, 3.4472, 1.6535], [0.5467, 3.3187, 0.9108], [1.5086, 1.9187, 0.5543], [2.2389, 5.9628, -0.2451], [1.8142, 4.6797, -1.3990], [2.9220, 4.3469, -0.0327], [0.0564, 6.5065, 0.7614], [-1.7830, 5.0988, 2.2640], [-0.9273, 2.6737, 2.2082], [4.8154, -0.8493, -0.9488], [3.6998, -0.1992, -1.2067], [2.6746, -0.4680, -0.5242], [3.7288, 0.8665, -2.2630], [4.2637, 0.0717, -4.1421], [4.8406, -1.5263, -0.1968], [5.6489, -0.7072, -1.5007], [4.4772, 1.6171, -2.0140], [2.7502, 1.3247, -2.3540], [0.7422, 0.1252, -2.2764], [-0.1844, 0.1034, -3.5459], [0.2860, -1.3588, -4.4764], [0.0669, -0.8892, -5.9123], [0.7812, 0.4625, -6.0386], [0.5800, 1.2494, -4.7296], [-0.3432, -2.1900, -4.1619], [1.3365, -1.5605, -4.2576], [-1.0005, -0.7917, -6.1235], [0.4610, -1.6257, -6.6107], [0.4055, 1.0318, -6.8854], [1.8474, 0.3047, -6.1953], [-0.0994, 2.0951, -4.8191], [1.5152, 1.5823, -4.2786]], "forces_ev_per_angstrom": [[0.083, -0.054, -0.370], [0.087, 0.208, 0.100], [-0.005, 0.014, -0.161], [-0.058, -0.012, 0.043], [0.015, -0.003, -0.017], [0.039, 0.009, -0.003], [-0.035, -0.014, 0.067], [0.014, -0.067, 0.060], [-0.124, 0.052, -0.065], [0.037, 0.030, -0.001], [-0.016, -0.025, -0.008], [0.004, -0.016, -0.009], [-0.003, -0.009, -0.012], [0.000, 0.007, -0.011], [0.000, 0.043, 0.060], [-0.077, -0.021, 0.084], [0.094, 0.030, -0.051], [-0.021, -0.012, 0.002], [0.001, 0.015, -0.005], [-0.002, 0.000, 0.010], [0.014, -0.008, -0.014], [0.020, -0.093, -0.053], [0.064, 0.055, 0.095], [0.007, 0.005, -0.012], [-0.011, 0.022, -0.028], [0.004, 0.005, 0.043], [-0.016, -0.011, -0.007], [0.099, -0.246, 0.151], [-0.011, -0.027, 0.008], [-0.035, 0.014, 0.024], [0.016, -0.009, 0.010], [0.003, 0.025, 0.004], [0.034, -0.012, -0.007], [0.002, 0.006, 0.022], [-0.053, 0.014, 0.030], [0.028, 0.054, -0.070], [0.004, -0.010, -0.010], [0.001, 0.023, 0.012], [-0.023, -0.007, -0.023], [0.022, -0.002, 0.005], [0.013, -0.008, -0.035], [-0.009, -0.001, -0.007], [0.000, 0.009, -0.002], [-0.010, 0.012, -0.069], [0.028, 0.002, 0.031], [-0.002, 0.005, 0.000], [-0.001, 0.006, 0.002], [-0.006, 0.002, 0.000], [-0.034, -0.007, 0.065], [0.084, 0.011, -0.053], [0.005, -0.002, -0.008], [0.006, -0.004, -0.002], [0.013, 0.005, -0.002], [-0.001, -0.005, -0.025], [-0.017, -0.017, -0.051], [0.013, -0.005, 0.006], [-0.004, -0.007, -0.002], [-0.002, -0.012, 0.002], [0.009, -0.006, 0.007], [0.005, -0.008, -0.004], [0.001, -0.003, 0.006], [0.002, 0.000, 0.001], [-0.006, 0.005, -0.007], [-0.034, -0.065, 0.041], [-0.006, -0.008, -0.001], [-0.005, -0.004, -0.001], [0.000, -0.005, 0.001], [0.005, 0.022, 0.009], [-0.032, 0.004, 0.020], [-0.004, -0.122, -0.048], [-0.096, 0.023, 0.077], [0.087, 0.108, -0.025], [0.107, 0.140, 0.002], [-0.125, 0.238, -0.154], [0.224, 0.127, 0.288], [-0.004, 0.000, -0.012], [0.012, -0.006, -0.004], [0.004, 0.007, -0.006], [0.013, -0.002, -0.004], [-0.008, -0.013, -0.001], [-0.175, -0.281, -0.001], [-0.075, 0.028, -0.001], [0.156, 0.147, 0.043], [-0.140, -0.063, -0.010], [-0.107, 0.168, 0.324], [0.115, -0.130, -0.357], [-0.003, -0.006, 0.012], [0.006, 0.004, -0.016], [0.020, -0.026, 0.014], [0.042, -0.037, 0.065], [0.021, -0.179, 0.100], [-0.251, -0.051, -0.049], [-0.020, -0.004, -0.009], [-0.008, -0.014, -0.002], [0.014, 0.009, -0.032], [-0.005, 0.005, 0.004], [0.003, -0.001, -0.003], [0.016, 0.015, 0.010], [0.000, 0.002, 0.005], [-0.001, 0.005, -0.001], [0.001, 0.002, -0.001], [-0.032, 0.006, 0.006], [-0.001, -0.006, -0.009], [-0.003, 0.011, -0.022]], "lowdin_charge": [0.8882, -0.1197, -0.2414, 0.0272, -0.0005, -0.0155, -0.0570, -0.2493, 0.9999, -0.3597, -0.1501, -0.0599, -0.0222, -0.0160, -0.0728, -0.3574, -0.1115, -0.0333, -0.0120, -0.0356, -0.0998, -0.2493, 0.0115, 0.0047, -0.0107, -0.0549, -0.2534, 1.0087, -0.3809, -0.0794, -0.0487, -0.0247, -0.0301, -0.1017, -0.3846, -0.1148, -0.0343, -0.0204, -0.0259, -0.0626, 0.1144, 0.1354, 0.1322, 0.1069, 0.0434, 0.1169, 0.1305, 0.1319, 0.1034, 0.0761, 0.1266, 0.1308, 0.1236, 0.1031, 0.1320, 0.1365, 0.1337, 0.1266, 0.1134, 0.1291, 0.1299, 0.1255, 0.0942, 0.0880, 0.1251, 0.1325, 0.1322, 0.1170, 0.0348, -0.0853, 0.0388, 0.0367, 0.1393, -0.5963, 0.8646, 0.1189, 0.1060, 0.0935, 0.1603, 0.1550, 0.1280, 0.2469, -0.5750, -0.2407, -0.5756, 1.0564, 0.1182, 0.1273, 0.0743, 0.0088, -0.6985, 1.0515, -0.2857, -0.1987, -0.1958, -0.2689, 0.0995, 0.0865, 0.1280, 0.1390, 0.1321, 0.0797, 0.0940, 0.0612]}



No. 2
{"formula": "C6H12ClNO2", "method": "the ωB97M-V functional and the def2-TZVPD basis", "gap_ev": 10.46, "relative_energy_kcal_mol": 104.4, "smiles": "CC(C)(Cl)C(C)(C)[N+](=O)[O-]", "species": ["C", "C", "C", "Cl", "C", "C", "C", "N", "O", "O", "H", "H", "H", "H", "H", "H", "H", "H", "H", "H", "H", "H"], "xyz": [[-0.5169, 1.9627, 0.3430], [-0.8214, 0.5603, -0.0715], [-1.0568, 0.5605, -1.4725], [-2.2924, 0.0124, 0.8376], [0.4336, -0.7074, 0.2392], [-0.2222, -2.0495, 0.2269], [1.1987, -0.2236, 1.5090], [1.3560, -0.5716, -0.8990], [1.5060, -1.5232, -1.6289], [1.8848, 0.5447, -0.9481], [-0.3064, 1.8816, 1.3663], [0.3898, 2.5055, -0.0119], [-1.4677, 2.5613, 0.1590], [-1.1532, -0.3511, -2.1126], [-0.1787, 1.2023, -1.7533], [-1.9513, 1.0607, -1.8238], [0.7443, -2.6613, 0.3843], [-0.9702, -2.3599, 0.9678], [-0.6448, -2.3179, -0.7088], [1.5681, -0.9930, 2.1645], [0.4920, 0.3835, 2.0293], [2.0087, 0.5230, 1.2037]], "forces_ev_per_angstrom": [[-0.497, 1.297, 0.282], [1.481, -2.649, 1.422], [0.209, 0.351, -4.313], [0.246, 0.116, 0.150], [-2.681, 3.176, 1.385], [2.524, -1.721, 1.282], [0.343, 0.966, -1.328], [0.256, 0.926, 0.520], [0.540, 0.742, -0.511], [0.211, -1.386, -1.261], [-0.304, 0.617, 1.816], [-0.767, -0.880, -0.653], [1.378, -0.524, 0.360], [0.745, 0.108, 1.078], [-0.893, -0.833, -1.041], [-0.240, 0.723, 0.533], [-1.815, -0.057, -0.289], [0.600, 0.856, 0.225], [-0.121, -0.021, -1.021], [0.179, -0.448, 0.000], [-0.395, 0.035, 0.897], [-1.001, -1.392, 0.467]], "lowdin_charge": [-0.1287, -0.7939, -0.1594, 0.6779, -0.3762, -0.0784, 0.0004, -0.3670, 0.1078, 0.0381, 0.0338, 0.1111, 0.1174, 0.1111, 0.1055, 0.0888, 0.1254, 0.0738, 0.0683, 0.0806, 0.0462, 0.1173]}



No. 3
{"formula": "C10H11ClSi", "method": "the ωB97M-V functional and the def2-TZVPD basis", "gap_ev": 9.09, "relative_energy_kcal_mol": 40.5, "smiles": "C=C[Si](Cl)(C=C)c1ccccc1", "species": ["C", "C", "Si", "Cl", "C", "C", "C", "C", "C", "C", "C", "C", "H", "H", "H", "H", "H", "H", "H", "H", "H", "H", "H"], "xyz": [[0.1269, 2.4829, 1.6572], [0.7224, 2.3504, 0.4884], [0.4353, 0.8972, -0.6352], [-1.6176, 1.9192, -1.8116], [1.7297, 0.6231, -1.9139], [2.3779, 1.6652, -2.5412], [-0.4237, -0.6458, 0.1112], [0.1844, -1.8583, -0.0003], [-0.2489, -3.0016, 0.5570], [-1.4363, -2.9380, 1.2667], [-2.2566, -1.7775, 1.2898], [-1.6289, -0.5914, 0.8764], [0.2181, 3.3460, 2.2476], [-0.5283, 1.5656, 1.9623], [1.1821, 3.3017, 0.0555], [1.9402, -0.3767, -1.9748], [3.2518, 1.6452, -3.1021], [1.8832, 2.6355, -2.2769], [0.9643, -2.0766, -0.8157], [0.3780, -3.8367, 0.5142], [-1.8369, -3.9143, 1.3561], [-3.3010, -1.7325, 1.5496], [-2.1160, 0.3173, 1.1398]], "forces_ev_per_angstrom": [[-1.463, -3.410, -0.052], [0.525, 1.512, -1.476], [-3.185, 1.112, -0.711], [2.037, -0.980, 0.992], [0.391, 3.423, -0.467], [-3.736, -0.736, 3.302], [-0.557, 2.125, 0.929], [2.764, -0.363, -3.593], [-1.166, 1.026, 1.903], [-1.519, -0.085, -1.531], [2.348, -0.040, -0.364], [0.498, -0.989, -0.370], [-0.196, 0.913, 0.826], [1.323, 2.030, 0.184], [-0.160, -1.514, 0.518], [1.234, -2.385, -0.747], [1.199, -0.266, -1.175], [1.024, -0.559, -0.701], [-0.583, 0.985, 1.463], [0.318, -1.494, -0.189], [-0.811, -0.741, 1.192], [0.026, -0.334, 0.542], [-0.312, 0.770, -0.478]], "lowdin_charge": [-0.0576, -0.2932, 0.6282, -0.1046, -0.2294, 0.0075, -0.2766, -0.1619, -0.1022, -0.0619, -0.0432, -0.0977, 0.0406, 0.0753, 0.0849, -0.0011, 0.0335, 0.0618, 0.1278, 0.0951, 0.0905, 0.1026, 0.0816]}



Number 1: total energy -4050.30469 a.u.. Number 2: total energy -901.09487 a.u.. Number 3: total energy -1137.26091 a.u..